Formula: C4H5NO
Source: OMol25
Level of theory: ωB97M-V/def2-TZVPD

Geometry as ORCA input:
```
! RIJCOSX wB97M-V def2-TZVPD def2/J DEFGRID3
* xyz 0 1
O -0.2252 -1.9666 1.0890
C 0.2748 -0.9350 0.7743
C 0.8013 0.3794 1.0736
C 0.7155 -0.0555 -0.4101
C -0.5654 0.2425 -1.0808
N -1.5780 0.4282 -0.3292
H 1.8071 0.3014 1.4742
H 0.1943 1.2106 1.4196
H 1.6287 -0.1575 -0.9949
H -0.6029 0.1425 -2.1724
H -2.4503 0.4100 -0.8433
*
```

Results
HOMO (Ha): -0.33368
SMILES: [H]/N=C/[C@H]1CC1=O
LUMO level (eV): 0.88
Kohn-Sham gap (eV): 9.960
Energy relative to the best compared isomer or geometry (same formula, charge and spin) (kJ/mol): 234.5

=====

Formula: C35H75NO25P4
Source: OMol25
Level of theory: ωB97M-V/def2-TZVPD

Geometry as ORCA input:
```
! RIJCOSX wB97M-V def2-TZVPD def2/J DEFGRID3
* xyz 1 2
C -3.5344 0.1816 3.2768
C -4.8512 -0.3776 3.6034
N -5.9515 -0.7836 3.7812
H -3.4671 1.1304 3.8092
H -3.5092 0.2968 2.1932
H -2.7624 -0.5292 3.5715
C 2.3073 0.4890 1.7392
C 3.6266 1.3280 2.0226
O 3.4045 2.0091 3.2405
P 4.4316 3.1506 3.7897
O 4.9479 4.1257 2.7761
O 3.5511 3.7777 4.9753
C 2.4114 4.6740 4.6771
C 1.8923 5.1530 6.0431
O 5.6267 2.3225 4.6207
C 5.4234 1.5550 5.7494
C 6.4724 1.8504 6.8225
H 2.2248 -0.4013 2.3627
H 1.3700 1.0354 1.8438
H 2.3685 0.1845 0.6944
H 4.4634 0.6300 1.9940
H 3.8610 2.1287 1.3212
H 2.6948 5.5248 4.0574
H 1.6325 4.0888 4.1884
H 2.4183 6.0038 6.4760
H 0.8428 5.4103 6.1860
H 1.8312 4.3638 6.7925
H 4.4171 1.6394 6.1598
H 5.4496 0.5189 5.4121
H 7.4444 1.4368 6.5538
H 6.4933 2.9346 6.9325
H 6.2415 1.4147 7.7946
C -8.6831 0.7639 2.1057
C -8.1730 1.6452 1.0059
O -6.9316 1.1930 0.5653
P -5.6235 2.2517 0.6667
O -4.3241 1.6145 0.2436
O -5.7209 2.6222 2.2536
C -5.4240 3.9122 2.6684
C -6.1409 4.1695 3.9968
O -6.1422 3.5744 -0.1159
C -6.3007 3.5936 -1.5329
C -5.1856 4.5777 -1.9231
H -8.8650 -0.2928 1.9096
H -7.9558 0.7626 2.9176
H -9.5986 1.0396 2.6290
H -8.8780 1.7011 0.1764
H -8.0599 2.6873 1.3051
H -4.3357 3.9709 2.6865
H -5.8419 4.6497 1.9832
H -7.2249 4.1834 3.8835
H -5.7256 3.4037 4.6518
H -5.8751 5.1418 4.4117
H -6.1690 2.5953 -1.9502
H -7.3117 3.9095 -1.7901
H -5.3004 4.6275 -3.0059
H -5.3370 5.5650 -1.4866
H -4.1366 4.3484 -1.7357
C 6.4939 -4.6446 -5.9476
C 5.4666 -3.7058 -6.5680
O 4.1777 -3.9888 -6.0401
P 3.7221 -3.5031 -4.5416
O 4.1182 -2.1193 -4.1593
O 2.0914 -3.7044 -4.5454
C 1.2066 -2.5490 -4.6538
C 0.4967 -2.6102 -6.0091
O 4.2606 -4.6302 -3.5458
C 3.8848 -5.9824 -3.6358
C 4.9196 -6.8632 -2.9013
H 7.4728 -4.2432 -6.2100
H 6.4314 -4.5883 -4.8609
H 6.4467 -5.7085 -6.1800
H 5.6807 -2.6528 -6.3853
H 5.4480 -3.9317 -7.6342
H 0.3580 -2.6700 -3.9804
H 1.5681 -1.5250 -4.5594
H 0.1317 -3.6222 -6.1844
H -0.3436 -1.9337 -6.1648
H 1.1004 -2.3076 -6.8648
H 2.8991 -6.1886 -3.2188
H 3.7483 -6.3547 -4.6511
H 5.9166 -6.6990 -3.3101
H 4.8958 -6.7519 -1.8173
H 4.7033 -7.8990 -3.1628
C -3.2354 -3.4245 -2.9798
C -2.5572 -4.0353 -1.7380
O -1.1761 -3.7624 -1.7796
P -0.3004 -4.6073 -0.6940
O -0.7093 -5.9865 -0.3673
O 1.2181 -4.3941 -1.2962
C 2.3982 -4.0444 -0.4982
C 2.7374 -2.5691 -0.6785
O -0.2805 -3.5422 0.5624
C -0.0093 -4.0204 1.8846
C -1.0432 -3.4228 2.7984
H -2.9955 -2.3656 -3.0760
H -2.9286 -3.9623 -3.8769
H -4.3201 -3.4824 -2.8896
H -2.9588 -3.5882 -0.8286
H -2.7166 -5.1130 -1.7725
H 2.1935 -4.2887 0.5442
H 3.1974 -4.7261 -0.7891
H 1.9146 -1.9128 -0.3952
H 3.5596 -2.2979 -0.0163
H 2.9900 -2.3203 -1.7093
H -0.0070 -5.1104 1.8818
H 0.9571 -3.6502 2.2267
H -2.0049 -3.7274 2.3854
H -0.9594 -3.8233 3.8087
H -0.9539 -2.3365 2.8059
C 4.0588 0.8659 -3.2060
C 3.8327 1.0847 -1.7128
O 3.0687 2.3155 -1.6504
C 2.8800 2.7877 -2.9199
O 2.2383 3.7678 -3.2702
O 3.6589 2.1116 -3.7795
H 3.5201 -0.0142 -3.5574
H 5.1091 0.6537 -3.4054
H 4.8016 1.2856 -1.2557
H 3.3202 0.2268 -1.2777
C -2.3793 5.2264 0.6389
C -1.4758 3.9994 0.6089
O -1.2673 3.7724 1.9509
C -1.4698 4.8960 2.6658
O -0.9466 5.0673 3.7795
O -2.1569 5.7655 1.9236
H -3.4354 5.0098 0.4784
H -1.9729 5.9545 -0.0632
H -0.4815 4.1499 0.1883
H -2.0707 3.2034 0.1612
C -2.1827 0.1268 -1.6056
C -1.3112 -0.2839 -0.4426
O -0.0357 0.1392 -0.9369
C -0.0533 0.3310 -2.3206
O 0.9294 0.3667 -3.0497
O -1.2988 0.1960 -2.7377
H -2.7430 1.0473 -1.4412
H -2.9513 -0.6225 -1.7953
H -1.4475 -1.3295 -0.1665
H -1.5513 0.3128 0.4375
*
```

Results
HOMO (alpha / beta) (Ha): -0.44912 / -0.44911
LUMO level (alpha / beta) (eV): -2.78 / -9.81
Kohn-Sham gap (alpha / beta) (eV): 9.441 / 2.410
<S²>: 0.7669

=====

Formula: C4H12N2S2
Source: OMol25
Level of theory: ωB97M-V/def2-TZVPD

Geometry as ORCA input:
```
! RIJCOSX wB97M-V def2-TZVPD def2/J DEFGRID3
* xyz 0 1
N -1.7783 -0.3448 -1.1423
C -2.8714 -0.0812 -0.1699
C -2.5437 -1.1911 0.9099
S -0.9423 -1.0232 1.8370
S 0.7253 -1.2955 0.8582
C 1.3675 0.4015 0.1445
C 2.9140 0.2083 0.0211
N 3.5626 1.5765 -0.0035
H -1.7946 0.5297 -1.7346
H -2.1942 -1.1933 -1.5573
H -2.7263 0.9462 0.1771
H -3.9221 -0.1920 -0.4736
H -3.3034 -1.2440 1.7073
H -2.4726 -2.1547 0.3091
H 1.2632 1.3799 0.6570
H 0.9754 0.5001 -0.8677
H 3.0397 -0.5564 -0.7505
H 3.2372 -0.1838 0.9729
H 4.5176 1.6991 -0.3799
H 2.9466 2.2186 -0.5147
*
```

Results
HOMO (Ha): -0.31401
SMILES: NCCSSCCN
LUMO level (eV): 0.88
Kohn-Sham gap (eV): 9.427
Energy relative to the best compared isomer or geometry (same formula, charge and spin) (kJ/mol): 150.2

=====

Formula: C2HFIN
Source: OMol25
Level of theory: ωB97M-V/def2-TZVPD

Geometry as ORCA input:
```
! RIJCOSX wB97M-V def2-TZVPD def2/J DEFGRID3
* xyz 0 1
C 0.6087 0.7382 -0.5019
C 0.7597 -0.0433 0.6507
N 0.4355 1.4017 -1.4237
F 1.3951 -1.2555 0.6273
I -3.2182 -0.8751 -0.8760
H 0.0192 0.0340 1.5236
*
```

Results
HOMO (alpha / beta) (Ha): -0.38543 / -0.35911
LUMO level (alpha / beta) (eV): -1.49 / -3.44
Kohn-Sham gap (alpha / beta) (eV): 8.994 / 6.332
Energy relative to the best compared isomer or geometry (same formula, charge and spin) (kJ/mol): 189.0

=====

Formula: C12H20O10S
Source: OMol25
Level of theory: ωB97M-V/def2-TZVPD

Geometry as ORCA input:
```
! RIJCOSX wB97M-V def2-TZVPD def2/J DEFGRID3
* xyz 0 1
C 3.4835 0.5761 0.8746
C 3.2082 0.8532 -0.7229
C 1.6044 1.0780 -1.0943
C 0.7840 -0.3359 -0.9917
C -0.3305 -0.4158 0.2057
O 0.2430 -1.0353 1.4378
C -1.0270 1.0117 0.6104
O -0.0468 1.9541 1.1743
S 0.8457 2.5148 -0.1648
O 1.9091 3.5441 0.3807
O -0.0493 3.3029 -1.1846
H 3.7195 -0.5649 0.9921
H 2.5647 0.9188 1.5232
H 4.4846 1.1504 1.1780
H 3.7187 0.0009 -1.3423
H 3.7866 1.8619 -0.9841
H 1.5942 1.3850 -2.2480
H 0.2369 -0.5253 -2.0305
H 1.5184 -1.2564 -0.8367
H -1.1987 -1.1363 -0.1344
H 0.2448 -2.0257 1.2491
H -1.7910 0.7672 1.4948
H -1.6833 1.4558 -0.2561
C 2.8446 -4.5321 -1.1918
C 1.9097 -5.5856 -1.6909
O 0.6324 -5.0187 -1.4692
C 0.8004 -3.6645 -1.4310
O -0.1137 -2.8569 -1.4251
O 2.1241 -3.3321 -1.4012
H 3.7890 -4.5184 -1.7429
H 3.0577 -4.6345 -0.1226
H 2.0302 -5.7781 -2.7622
H 2.0158 -6.5279 -1.1464
C -3.9050 3.3792 2.0472
C -5.2311 3.9385 1.6455
O -5.6390 3.0852 0.5930
C -4.9819 1.9010 0.7650
O -5.2223 0.8827 0.1381
O -4.0220 2.0049 1.7300
H -3.7012 3.5151 3.1128
H -3.0786 3.8061 1.4693
H -5.9698 3.8833 2.4521
H -5.1589 4.9734 1.3000
*
```

Results
HOMO (Ha): -0.36719
SMILES: CC[C@H]1C[C@@H](O)COS1(=O)=O.O=C1OCCO1.O=C1OCCO1
LUMO level (eV): 0.20
Kohn-Sham gap (eV): 10.191

=====

Formula: C8H8N2O
Source: OMol25
Level of theory: ωB97M-V/def2-TZVPD

Geometry as ORCA input:
```
! RIJCOSX wB97M-V def2-TZVPD def2/J DEFGRID3
* xyz 0 1
C 0.8833 0.5590 1.4148
C 0.1008 0.6325 0.1419
C -0.3125 1.7503 -0.4903
C -1.4200 1.6407 -1.3626
C -1.9398 0.4110 -1.7041
C -1.3278 -0.7264 -1.1833
C -0.3367 -0.6861 -0.3108
C 0.3693 -1.6304 0.5517
H 1.8431 1.1567 1.3154
H 0.2817 0.7166 2.2470
H 0.0534 2.7473 -0.2546
H -2.0207 2.5598 -1.8150
H -2.7580 0.3583 -2.3753
H -1.5761 -1.7689 -1.6240
H 1.0478 -2.2828 -0.0899
H -0.2473 -2.3566 1.0786
N 2.5450 -1.4004 1.2612
N 1.2988 -0.8410 1.3779
O 3.5157 -0.8395 1.8215
*
```

Results
HOMO (Ha): -0.34124
SMILES: O=NN1Cc2ccccc2C1
LUMO level (eV): 0.67
Kohn-Sham gap (eV): 9.959
Energy relative to the best compared isomer or geometry (same formula, charge and spin) (kJ/mol): 411.5

=====

Copy entry 3 word for word.
Formula: C4H12N2S2
Source: OMol25
Level of theory: ωB97M-V/def2-TZVPD

Geometry as ORCA input:
```
! RIJCOSX wB97M-V def2-TZVPD def2/J DEFGRID3
* xyz 0 1
N -1.7783 -0.3448 -1.1423
C -2.8714 -0.0812 -0.1699
C -2.5437 -1.1911 0.9099
S -0.9423 -1.0232 1.8370
S 0.7253 -1.2955 0.8582
C 1.3675 0.4015 0.1445
C 2.9140 0.2083 0.0211
N 3.5626 1.5765 -0.0035
H -1.7946 0.5297 -1.7346
H -2.1942 -1.1933 -1.5573
H -2.7263 0.9462 0.1771
H -3.9221 -0.1920 -0.4736
H -3.3034 -1.2440 1.7073
H -2.4726 -2.1547 0.3091
H 1.2632 1.3799 0.6570
H 0.9754 0.5001 -0.8677
H 3.0397 -0.5564 -0.7505
H 3.2372 -0.1838 0.9729
H 4.5176 1.6991 -0.3799
H 2.9466 2.2186 -0.5147
*
```

Results
HOMO (Ha): -0.31401
SMILES: NCCSSCCN
LUMO level (eV): 0.88
Kohn-Sham gap (eV): 9.427
Energy relative to the best compared isomer or geometry (same formula, charge and spin) (kJ/mol): 150.2